1.
C31H61BBr2ClF3N4NaO8PSV | the ωB97M-V functional and the def2-TZVPD basis

```
115
Properties=species:S:1:pos:R:3:lowdin_charge:R:1
C 8.616 -2.671 -4.961 -0.180
C 8.388 -1.516 -3.862 -0.615
Br 7.280 -0.135 -4.761 0.725
C 7.684 -2.173 -2.571 -0.428
N 6.239 -1.776 -2.477 -0.359
S 5.124 -2.711 -3.430 0.936
C 5.830 -0.762 -1.736 -0.308
N 6.931 -0.089 -1.049 0.043
C 6.772 -0.076 0.431 -0.152
C 6.591 -1.503 1.138 -0.096
C 7.865 -1.935 1.969 -0.192
F 9.133 -1.887 1.286 -0.362
C 7.709 -2.345 3.326 -0.123
F 7.587 -3.681 3.598 0.151
F 7.701 -1.407 4.320 0.165
N 4.512 -0.252 -1.604 0.067
C 3.920 0.402 -2.798 -0.163
C 3.883 1.977 -2.530 -0.147
C 2.798 2.423 -1.464 -0.183
C 1.366 1.758 -1.628 -0.212
C 0.503 2.497 -2.768 -0.174
C -0.752 1.561 -3.073 -0.217
C -1.795 1.497 -1.877 -0.183
C -3.069 0.604 -2.250 -0.209
C -3.951 0.232 -0.990 -0.190
C -5.454 -0.111 -1.388 -0.180
C -5.581 -1.121 -2.611 -0.165
C -6.680 -2.251 -2.378 -0.146
N -6.062 -3.466 -1.796 -0.163
C -6.380 -3.865 -0.479 -0.078
C -5.590 -5.089 -0.131 -0.070
C -4.792 -5.401 -1.371 -0.087
C -5.139 -4.360 -2.385 -0.111
B 3.571 -0.963 -0.704 -0.638
O 3.036 -2.278 -0.938 0.105
O 3.107 -0.328 0.499 0.114
H 9.555 -3.255 -4.770 0.068
H 8.620 -2.243 -6.013 0.071
H 7.761 -3.421 -4.954 0.071
H 9.397 -1.075 -3.647 0.106
H 8.249 -2.039 -1.627 -0.034
H 7.698 -3.369 -2.784 -0.084
H 4.648 -1.766 -4.336 -0.070
H 7.022 0.878 -1.387 0.143
H 7.646 0.439 0.940 0.144
H 5.856 0.553 0.687 0.123
H 6.222 -2.329 0.466 0.122
H 5.780 -1.355 1.927 0.133
H 2.940 -0.016 -3.160 0.129
H 4.652 0.272 -3.663 0.064
H 3.784 2.504 -3.529 0.120
H 4.903 2.283 -2.130 0.116
H 2.642 3.542 -1.431 0.125
H 3.180 2.129 -0.437 0.105
H 1.374 0.657 -1.874 0.089
H 0.827 1.891 -0.643 0.116
H 1.184 2.582 -3.675 0.115
H 0.215 3.507 -2.353 0.126
H -1.213 1.868 -4.055 0.116
H -0.333 0.506 -3.220 0.089
H -2.188 2.533 -1.669 0.131
H -1.335 1.036 -0.954 0.119
H -2.695 -0.367 -2.714 0.027
H -3.717 1.137 -3.008 0.136
H -3.504 -0.633 -0.412 0.122
H -3.997 1.116 -0.277 0.121
H -5.947 -0.568 -0.479 0.112
H -5.984 0.848 -1.671 0.125
H -4.572 -1.582 -2.866 0.067
H -5.935 -0.547 -3.528 0.110
H -7.218 -2.471 -3.362 0.105
H -7.446 -1.889 -1.631 0.126
H -7.108 -3.343 0.205 0.121
H -5.598 -5.629 0.845 0.087
H -4.078 -6.242 -1.543 0.081
H -4.757 -4.266 -3.435 0.096
H 3.818 -2.863 -0.917 0.076
H 3.611 -0.783 1.207 0.102
C -3.717 6.306 1.023 -0.077
C -4.184 4.908 1.392 -0.277
O -3.187 3.909 1.216 -0.186
C -1.997 4.066 1.976 -0.287
C -2.231 4.076 3.476 -0.068
H -3.374 6.332 -0.015 0.080
H -4.531 7.023 1.142 0.082
H -2.887 6.637 1.650 0.067
H -5.016 4.632 0.740 0.116
H -4.571 4.881 2.415 0.109
H -1.460 4.966 1.656 0.105
H -1.355 3.218 1.723 0.107
H -2.863 4.909 3.786 0.072
H -1.281 4.159 4.009 0.082
H -2.728 3.155 3.791 0.074
Br 9.363 -3.213 -0.094 0.778
Cl 9.004 -4.256 -2.206 0.208
C -3.455 -0.555 4.417 -0.110
O -4.670 -0.423 5.147 -0.210
P -4.680 0.514 6.440 0.370
O -3.616 1.529 6.502 -0.231
O -4.707 -0.514 7.662 -0.212
C -3.733 -1.547 7.696 -0.097
O -6.161 1.083 6.438 -0.206
C -6.519 1.958 7.506 -0.092
H -3.377 -1.582 4.059 0.089
H -3.475 0.121 3.561 0.084
H -2.581 -0.336 5.032 0.078
H -2.758 -1.187 7.358 0.085
H -4.062 -2.373 7.062 0.091
H -3.640 -1.907 8.720 0.094
H -5.984 2.904 7.409 0.090
H -6.295 1.502 8.472 0.090
H -7.590 2.149 7.450 0.092
Na -2.185 -1.819 -4.020 0.792
O -8.430 -0.748 -4.763 -0.605
V -9.933 -1.506 -4.514 0.680
```

For the LUMO energy (alpha / beta), the calculation gives -6.64 / -6.64 eV. The largest force on an atom comes out at 5.70 eV Å⁻¹. The expectation value of S² is 0.761. Its charge is +2. As for the spin multiplicity: 2. The frontier orbital gap (alpha / beta) comes out at 0.102 / 0.084 hartree.

2.
C10H16O | the ωB97M-V functional and the def2-TZVPD basis

```
27
Properties=species:S:1:pos:R:3:nbo_charge:R:1
C -2.052 1.335 -1.910 -0.631
C -1.919 1.214 -0.460 -0.059
C -0.987 0.263 -0.047 -0.197
C -0.720 0.074 1.300 -0.266
C -1.424 0.911 2.220 0.298
O -1.048 0.834 3.537 -0.677
C -2.490 1.710 1.806 -0.272
C -2.829 1.704 0.454 -0.181
H -2.024 2.432 -2.122 0.212
H -2.985 0.963 -2.333 0.219
H -1.237 0.977 -2.569 0.221
H -0.301 -0.235 -0.711 0.211
H -0.074 -0.668 1.749 0.202
H -0.464 0.089 3.684 0.478
H -3.061 2.288 2.516 0.227
H -3.657 2.329 0.088 0.212
C 2.700 -0.570 0.253 -0.632
C 2.240 -1.902 -0.329 -0.413
C 2.374 -2.012 -1.848 -0.626
H 2.968 -0.781 1.337 0.205
H 1.995 0.280 0.195 0.216
H 3.524 0.037 -0.130 0.216
H 2.789 -2.766 0.097 0.202
H 1.238 -2.122 0.019 0.202
H 2.917 -1.240 -2.367 0.213
H 3.065 -2.843 -2.061 0.207
H 1.462 -2.302 -2.366 0.211
```

For the LUMO energy, the calculation gives 0.81 eV. The calculation puts the relative energy (zero: lowest compared OMol25 entry of this formula, charge and spin) at 187.71 kJ/mol. The largest force on an atom comes out at 3.23 eV Å⁻¹. As for the SMILES: Cc1ccc(O)cc1.CCC. The frontier orbital gap comes out at 0.332 hartree.